(1)
A 9-piece molecular cluster, C25H49O11 overall, computed with ωB97M-V with the def2-TZVPD basis set.

Structure (XYZ):
```
85
Properties=species:S:1:pos:R:3:mulliken_charge:R:1
O 0.276 1.006 -0.029 -0.33
C 0.524 0.818 1.232 0.58
O 1.595 1.160 1.649 -0.73
O -0.285 0.253 1.952 -0.79
H 1.101 1.486 -0.137 0.26
C 6.394 1.914 3.003 -0.98
C 6.315 0.435 3.384 0.79
O 6.333 0.055 4.591 -0.58
C 6.307 -0.608 2.261 -1.02
H 7.422 2.138 2.715 0.30
H 6.186 2.449 3.929 0.29
H 5.736 2.102 2.154 0.31
H 5.304 -0.751 1.858 0.27
H 6.686 -1.587 2.554 0.32
H 6.812 -0.272 1.355 0.31
C -3.936 3.579 -0.405 -1.03
C -3.395 4.952 -0.142 0.84
O -4.077 5.840 0.421 -0.59
C -2.003 5.284 -0.647 -1.00
H -3.287 2.826 0.041 0.31
H -4.119 3.411 -1.466 0.28
H -4.933 3.488 0.028 0.30
H -2.051 5.395 -1.731 0.28
H -1.193 4.599 -0.397 0.31
H -1.712 6.246 -0.226 0.30
C 4.842 2.797 -2.281 -0.96
C 3.694 3.020 -3.336 0.72
O 3.572 2.265 -4.321 -0.59
C 2.731 4.186 -3.095 -0.95
H 5.757 2.412 -2.731 0.33
H 4.473 2.158 -1.478 0.24
H 5.110 3.717 -1.763 0.32
H 2.914 4.832 -3.954 0.35
H 2.915 4.729 -2.167 0.30
H 1.723 3.787 -3.206 0.25
C 1.815 -3.748 -1.389 -0.98
C 1.654 -5.227 -1.758 0.85
O 0.914 -6.002 -1.053 -0.60
C 2.249 -5.728 -3.041 -1.01
H 2.721 -3.286 -1.781 0.31
H 1.719 -3.579 -0.316 0.32
H 1.013 -3.213 -1.897 0.22
H 3.252 -5.356 -3.246 0.33
H 1.538 -5.484 -3.830 0.24
H 2.192 -6.816 -3.086 0.33
C -4.431 -4.634 -1.851 -0.97
C -5.020 -3.725 -0.799 0.82
O -5.771 -4.222 0.017 -0.57
C -4.550 -2.264 -0.790 -1.06
H -3.356 -4.619 -1.672 0.27
H -4.699 -4.420 -2.885 0.30
H -4.793 -5.642 -1.647 0.30
H -4.560 -1.763 -1.759 0.29
H -3.573 -2.208 -0.311 0.30
H -5.201 -1.727 -0.100 0.31
C 1.030 5.346 4.010 -1.01
C 0.864 4.451 5.237 0.82
O 1.814 3.751 5.622 -0.56
C -0.494 4.277 5.866 -0.98
H 0.496 4.962 3.141 0.26
H 2.064 5.293 3.668 0.28
H 0.740 6.368 4.252 0.33
H -0.442 3.673 6.771 0.28
H -1.036 3.714 5.106 0.26
H -0.974 5.228 6.097 0.33
C -3.752 -3.688 4.378 -0.98
C -2.827 -4.847 4.186 0.80
O -2.967 -5.859 4.848 -0.57
C -1.661 -4.759 3.193 -0.93
H -4.255 -3.724 5.344 0.32
H -4.566 -3.858 3.674 0.23
H -3.386 -2.686 4.153 0.33
H -2.022 -4.746 2.164 0.22
H -0.926 -5.541 3.384 0.28
H -1.222 -3.779 3.378 0.31
C -3.433 -1.617 -5.956 -1.10
C -2.000 -1.521 -5.371 0.78
O -1.282 -2.500 -5.187 -0.56
C -1.426 -0.126 -5.058 -0.96
H -4.142 -0.934 -5.489 0.33
H -3.795 -2.645 -5.957 0.29
H -3.323 -1.297 -6.992 0.34
H -0.387 -0.097 -4.729 0.30
H -2.057 0.176 -4.223 0.25
H -1.476 0.526 -5.930 0.32
```

Output
Charge ... -1
Lowest unoccupied orbital energy ... 1.938 eV
Frontier orbital gap ... 6.209 eV

---

(2)
C25H50Cl2FI2N5O6PS2 as an isolated structure, computed with ωB97M-V with the def2-TZVPD basis set.

Structure (XYZ):
```
94
Properties=species:S:1:pos:R:3:mulliken_charge:R:1
C 0.142 5.356 2.059 -0.99
C 0.058 3.663 2.065 0.23
Cl -1.713 3.388 1.712 -0.15
C 1.281 3.178 1.174 0.09
Cl 2.569 3.875 2.452 -0.15
C 1.855 1.719 0.728 1.23
C 3.404 2.212 0.248 0.09
O 3.511 3.482 -0.466 -0.37
C 3.588 3.401 -1.911 -0.22
O 2.233 3.387 -2.561 -0.20
C 1.792 4.814 -2.563 -0.44
C 0.142 4.980 -2.526 -0.30
O -0.521 4.063 -3.470 -0.54
N 1.454 1.177 -0.618 0.18
S -0.198 1.816 -0.778 -0.04
C 1.606 -0.230 -1.066 0.68
C 0.771 -0.095 -2.523 -0.46
C 1.125 -1.091 -3.763 -0.52
N 2.054 -0.762 -4.762 -0.52
C 3.061 -0.719 -1.692 -1.22
C 4.334 -1.090 -0.754 -0.09
C 5.759 -0.344 -1.107 -1.04
I 6.256 -0.388 -3.278 0.04
C 0.994 -1.299 -0.005 0.36
C 1.731 -2.802 0.044 -0.89
C 0.923 -4.069 0.644 -1.08
C 0.356 -4.071 2.150 -0.14
C -1.266 -4.487 2.129 -0.51
N -2.045 -3.253 2.626 -0.27
P -0.804 -1.994 -0.304 -0.22
N -2.067 -0.820 -0.585 -0.29
O -0.706 -2.872 -1.857 -0.58
N 1.100 -0.778 1.377 1.07
F -0.213 -0.834 1.825 -0.04
C 1.820 0.484 1.757 -1.30
C 3.225 0.230 2.641 -1.05
I 0.663 0.707 3.692 0.06
H 0.855 5.789 1.258 0.27
H -0.908 5.847 1.911 0.33
H 0.542 5.766 3.106 0.28
H 0.139 3.505 3.253 0.18
H 1.225 3.951 0.250 0.14
H 3.857 1.519 -0.568 -1.03
H 4.200 2.211 1.091 0.48
H 4.038 4.450 -2.272 0.40
H 4.315 2.608 -2.368 0.04
H 2.199 5.251 -3.596 0.33
H 2.192 5.414 -1.627 0.36
H -0.124 6.104 -2.804 0.35
H -0.218 4.848 -1.397 0.15
H -1.506 4.314 -3.445 0.33
H -0.778 1.185 0.371 -0.08
H 1.094 0.944 -3.029 0.50
H -0.372 -0.263 -2.465 0.18
H 0.589 -2.138 -3.975 0.22
H 2.102 -1.565 -5.442 0.28
H 3.329 0.104 -2.515 0.52
H 3.011 -1.758 -2.279 0.43
H 3.966 -1.003 0.341 -0.18
H 4.666 -2.246 -0.801 0.26
H 5.880 0.728 -0.636 0.33
H 6.625 -0.998 -0.608 0.54
H 2.014 -3.190 -1.051 0.16
H 2.742 -2.779 0.680 0.33
H 0.167 -4.609 -0.112 0.40
H 1.789 -4.907 0.686 0.48
H 0.851 -4.932 2.815 0.46
H 0.412 -3.109 2.787 0.07
H -1.666 -4.723 1.057 0.16
H -1.484 -5.371 2.874 0.35
H -2.751 -2.948 1.921 0.07
H -2.484 -3.469 3.552 0.24
H -2.530 -1.032 -1.520 0.29
H -2.841 -0.959 0.114 0.24
H -1.670 -3.064 -2.133 0.31
H 1.584 -1.503 1.992 0.58
H 3.204 -0.772 3.245 0.33
H 3.384 1.088 3.460 0.45
H 4.204 0.258 2.025 0.27
C -7.321 -0.683 1.106 -0.52
C -7.858 -1.600 0.008 -0.63
C -6.810 -2.685 -0.236 -0.64
S -5.932 -2.886 1.306 1.01
O -4.560 -2.465 1.114 -0.68
O -6.274 -4.170 1.886 -0.73
C -6.796 -1.606 2.195 -0.72
H -8.095 -0.011 1.488 0.36
H -6.505 -0.068 0.708 0.26
H -8.795 -2.061 0.343 0.31
H -8.075 -1.047 -0.911 0.33
H -7.272 -3.634 -0.518 0.34
H -6.089 -2.380 -1.000 0.33
H -6.117 -1.109 2.889 0.39
H -7.618 -2.076 2.743 0.37
```

Output
Charge ... +1
Lowest unoccupied orbital energy ... -3.888 eV
Frontier orbital gap ... 6.860 eV

---

(3)
C25H50F9O19SV2 as an isolated structure, computed with ωB97M-V with the def2-TZVPD basis set.

Structure (XYZ):
```
106
Properties=species:S:1:pos:R:3:mulliken_charge:R:1
O -19.785 0.203 23.038 -0.49
V -19.258 0.941 21.807 1.37
O -19.939 2.387 21.818 -0.64
O -24.835 0.909 19.245 -0.51
V -23.857 1.579 18.235 1.34
O -24.159 1.066 16.762 -0.63
C -21.686 -2.113 19.236 0.08
F -20.720 -2.981 19.042 -0.06
F -22.673 -2.251 18.375 -0.16
F -22.185 -2.275 20.465 -0.17
S -21.019 -0.393 19.085 0.48
O -20.195 -0.338 17.918 -0.38
O -22.204 0.434 18.981 -0.20
O -20.302 -0.175 20.338 -0.12
C -17.671 -4.173 18.513 -0.83
O -16.584 -3.307 18.705 -0.12
C -15.673 -3.365 17.615 -0.68
C -14.862 -2.108 17.570 0.27
O -14.069 -2.009 18.734 -0.37
C -13.263 -0.866 18.733 -0.59
H -17.349 -5.151 18.150 0.46
H -18.374 -3.748 17.779 0.24
H -18.218 -4.237 19.452 0.20
H -16.277 -3.447 16.700 0.27
H -15.046 -4.260 17.699 0.26
H -15.555 -1.248 17.540 -0.32
H -14.255 -2.048 16.658 0.59
H -12.610 -0.763 17.864 0.35
H -12.658 -0.894 19.641 0.26
H -13.879 0.043 18.864 0.11
C -14.334 4.863 15.824 -0.61
O -15.088 4.196 14.814 -0.35
C -14.825 2.841 14.721 -0.85
C -15.732 1.953 15.561 0.53
O -16.971 1.828 14.901 -0.44
C -17.868 0.960 15.521 -0.05
H -13.330 4.443 15.911 0.33
H -14.851 4.763 16.789 0.17
H -14.292 5.915 15.558 0.24
H -13.778 2.568 14.914 0.45
H -15.008 2.542 13.685 0.36
H -15.831 2.280 16.606 -0.14
H -15.239 0.966 15.570 0.05
H -17.545 -0.082 15.352 0.15
H -18.801 1.025 14.955 0.17
H -18.149 1.055 16.580 -0.09
C -23.530 3.438 21.003 -0.91
O -22.923 3.029 19.784 0.28
C -22.227 4.100 19.125 -0.84
C -21.335 3.469 18.093 0.03
O -22.071 2.618 17.245 -0.22
C -21.402 2.403 15.989 -0.57
H -24.251 4.243 20.851 0.30
H -22.746 3.773 21.688 0.27
H -24.015 2.585 21.467 0.29
H -21.575 4.579 19.863 0.44
H -22.932 4.821 18.702 0.36
H -20.538 2.894 18.579 -0.20
H -20.843 4.266 17.523 0.65
H -21.354 3.316 15.402 0.40
H -21.970 1.596 15.540 0.08
H -20.397 2.046 16.217 0.15
C -17.686 2.716 19.579 -0.74
O -17.863 1.348 19.998 0.34
C -16.678 0.572 19.891 -0.02
C -16.989 -0.791 20.397 -0.28
O -17.554 -0.666 21.696 -0.45
C -17.685 -1.917 22.371 -0.76
H -18.607 3.247 19.785 0.26
H -17.437 2.741 18.516 0.19
H -16.856 3.152 20.141 0.33
H -15.841 1.059 20.414 0.49
H -16.309 0.513 18.860 -0.36
H -16.057 -1.366 20.385 0.66
H -17.690 -1.317 19.744 -0.07
H -18.459 -2.509 21.867 0.21
H -17.986 -1.741 23.397 0.30
H -16.758 -2.491 22.347 0.37
C -22.887 -2.254 14.906 -0.58
C -21.891 -1.595 13.968 -0.20
O -20.671 -2.334 14.020 -0.25
C -19.643 -1.832 13.373 0.39
O -19.573 -0.757 12.864 -0.55
C -18.443 -2.797 13.460 0.89
F -18.222 -3.108 14.747 -0.21
F -18.669 -3.934 12.791 -0.26
F -17.348 -2.226 12.985 -0.25
H -23.868 -1.916 14.577 0.45
H -22.662 -2.051 15.943 -0.04
H -22.836 -3.323 14.687 0.28
H -21.719 -0.556 14.272 -0.01
H -22.295 -1.490 12.961 0.42
C -24.231 -8.290 15.290 -1.18
C -24.875 -6.982 14.886 -0.20
O -24.993 -6.154 16.070 -0.23
C -25.374 -4.912 15.873 0.28
O -25.633 -4.413 14.830 -0.51
C -25.552 -4.139 17.198 0.99
F -24.866 -4.686 18.200 -0.25
F -25.162 -2.876 17.075 -0.23
F -26.857 -4.151 17.520 -0.27
H -23.279 -8.070 15.776 0.31
H -24.033 -8.876 14.394 0.38
H -24.848 -8.875 15.967 0.32
H -25.863 -7.136 14.448 0.31
H -24.270 -6.468 14.139 0.30
```

Output
Charge ... +1
Lowest unoccupied orbital energy ... -4.253 eV
Frontier orbital gap ... 7.454 eV

---

(4)
A 5-piece molecular cluster, C25H50N2O10 overall, computed with ωB97M-V with the def2-TZVPD basis set.

Structure (XYZ):
```
87
Properties=species:S:1:pos:R:3:mulliken_charge:R:1
C 0.744 -1.336 -1.208 0.39
O 1.197 -2.687 -1.401 -0.46
C 2.648 -2.768 -1.258 -0.34
C 3.304 -2.706 -2.710 -0.46
C 4.848 -2.296 -2.747 -0.70
C 5.219 -0.918 -2.031 -0.98
C 4.331 0.339 -2.459 1.22
N 3.374 0.471 -1.323 -0.46
C 3.778 0.337 -3.958 -0.91
C 3.738 1.876 -4.426 -0.57
N 5.036 2.384 -3.847 -0.49
C 5.020 1.807 -2.476 0.04
O 5.484 2.483 -1.553 -0.53
H 1.276 -0.866 -0.307 -0.08
H 1.032 -0.661 -2.094 -0.11
H -0.389 -1.242 -1.120 0.02
H 2.830 -3.816 -0.828 0.36
H 3.060 -2.001 -0.533 0.16
H 2.629 -2.077 -3.367 0.14
H 3.249 -3.773 -3.129 0.38
H 5.184 -2.357 -3.831 0.33
H 5.417 -3.120 -2.189 0.41
H 5.209 -1.047 -0.906 0.39
H 6.307 -0.672 -2.308 0.26
H 2.700 1.227 -1.492 0.26
H 3.898 0.674 -0.455 0.24
H 2.721 -0.056 -4.114 0.18
H 4.607 -0.167 -4.553 0.30
H 2.785 2.277 -3.941 0.32
H 3.674 1.858 -5.567 0.38
H 5.757 1.808 -4.316 0.34
O -0.027 -0.879 2.974 -0.60
C 0.269 0.294 3.061 0.74
O 0.668 0.974 1.975 -0.25
C 0.862 2.395 1.934 -0.46
C 2.240 2.772 2.441 -0.85
C 0.273 0.985 4.397 -0.98
H 0.061 2.915 2.466 0.38
H 0.774 2.684 0.885 0.36
H 2.381 2.484 3.484 0.25
H 2.399 3.850 2.356 0.40
H 3.012 2.258 1.864 0.16
H 1.209 0.760 4.912 0.14
H -0.563 0.601 4.985 0.32
H 0.137 2.062 4.339 0.39
O -1.151 1.554 -4.263 -0.58
C -2.131 1.586 -3.555 0.81
O -2.187 0.825 -2.451 -0.34
C -3.212 0.920 -1.450 -0.44
C -4.431 0.109 -1.837 -0.79
C -3.330 2.410 -3.937 -1.03
H -3.453 1.964 -1.235 0.30
H -2.782 0.507 -0.535 0.31
H -4.883 0.475 -2.760 0.28
H -5.183 0.145 -1.047 0.23
H -4.154 -0.934 -2.012 0.34
H -3.931 1.854 -4.659 0.25
H -2.980 3.335 -4.398 0.31
H -3.952 2.704 -3.094 0.36
O -7.144 1.655 -0.661 -0.53
C -8.166 1.100 -0.333 0.91
O -8.186 -0.235 -0.182 -0.37
C -9.285 -0.969 0.376 -0.43
C -10.335 -1.264 -0.676 -0.95
C -9.443 1.876 -0.168 -1.18
H -9.696 -0.455 1.248 0.36
H -8.868 -1.909 0.740 0.32
H -10.766 -0.348 -1.084 0.27
H -11.142 -1.868 -0.256 0.35
H -9.891 -1.805 -1.515 0.30
H -9.898 2.028 -1.148 0.27
H -9.203 2.846 0.270 0.32
H -10.162 1.408 0.500 0.35
O 5.720 0.190 4.759 -0.58
C 5.070 -0.814 4.922 0.71
O 3.768 -0.833 4.589 -0.32
C 2.953 -2.016 4.569 -0.22
C 2.409 -2.323 5.949 -1.01
C 5.678 -2.028 5.570 -0.97
H 3.495 -2.858 4.133 0.41
H 2.121 -1.800 3.896 0.11
H 3.209 -2.525 6.664 0.32
H 1.748 -3.192 5.917 0.37
H 1.848 -1.468 6.336 0.27
H 5.661 -1.900 6.653 0.26
H 6.713 -2.115 5.234 0.31
H 5.190 -2.963 5.304 0.33
```

Output
Charge ... 0
Lowest unoccupied orbital energy ... 0.568 eV
SMILES ... COCCCC[C@]1(N)CCNC1=O.CCOC(C)=O.CCOC(C)=O.CCOC(C)=O.CCOC(C)=O
Frontier orbital gap ... 9.217 eV

---

(5)
A 4-piece molecular cluster, C25H50N3O5 overall, computed with ωB97M-V with the def2-TZVPD basis set.

Structure (XYZ):
```
83
Properties=species:S:1:pos:R:3:mulliken_charge:R:1
C 1.690 -5.505 4.045 -1.03
C 2.367 -4.584 2.887 0.16
C 1.331 -4.180 1.732 0.32
C 1.546 -3.368 0.577 0.45
C 2.890 -2.606 0.147 0.43
O 4.066 -3.100 0.263 -0.70
O 2.824 -1.296 -0.355 -0.68
C 0.231 -3.285 -0.310 -0.02
O -0.058 -2.613 -1.313 -0.46
O -0.711 -4.248 0.240 -0.28
C -0.208 -4.558 1.552 0.23
O -0.940 -5.036 2.453 -0.57
H 2.464 -5.742 4.851 0.34
H 1.337 -6.456 3.508 0.27
H 0.797 -5.009 4.548 0.27
H 3.165 -5.263 2.403 0.23
H 2.839 -3.639 3.312 0.09
C 1.425 -0.837 -3.359 -1.19
C 1.537 0.182 -4.488 -0.39
N 0.408 0.150 -5.414 0.14
C 0.653 0.870 -6.659 -0.71
C 0.885 2.378 -6.571 -0.97
C -0.912 0.345 -4.826 -0.82
C -1.150 1.617 -4.014 -0.26
H 1.251 -1.842 -3.752 0.27
H 2.354 -0.859 -2.784 0.43
H 0.619 -0.589 -2.667 0.20
H 2.453 -0.055 -5.042 0.43
H 1.682 1.181 -4.057 0.25
H -0.170 0.679 -7.357 0.35
H 1.532 0.423 -7.138 0.42
H -0.037 2.917 -6.348 0.22
H 1.244 2.749 -7.536 0.41
H 1.636 2.639 -5.822 0.27
H -1.126 -0.512 -4.177 0.35
H -1.675 0.280 -5.612 0.35
H -0.364 1.795 -3.278 0.25
H -2.093 1.528 -3.465 -0.21
H -1.237 2.497 -4.652 0.28
C -8.260 2.213 -0.792 -1.41
C -7.029 1.314 -0.805 -0.36
N -5.983 1.779 -1.708 0.12
C -4.958 0.773 -1.980 -0.67
C -4.107 0.295 -0.805 -1.07
C -5.487 3.131 -1.481 -0.67
C -4.938 3.466 -0.095 -0.94
H -8.640 2.376 -1.804 0.33
H -9.056 1.743 -0.207 0.44
H -8.050 3.184 -0.337 0.29
H -7.362 0.323 -1.133 0.43
H -6.658 1.196 0.221 0.29
H -4.294 1.135 -2.772 0.25
H -5.454 -0.104 -2.414 0.38
H -3.391 1.054 -0.489 0.18
H -3.527 -0.582 -1.107 0.44
H -4.714 0.002 0.055 0.37
H -6.301 3.833 -1.698 0.35
H -4.723 3.370 -2.229 0.33
H -5.612 3.156 0.707 0.24
H -4.806 4.549 -0.006 0.38
H -3.961 3.014 0.077 0.26
C 2.736 -0.058 2.585 -1.00
C 2.945 0.337 4.043 -0.52
N 4.144 -0.247 4.635 0.25
C 4.180 -0.154 6.092 -0.70
C 4.226 1.242 6.711 -0.99
C 5.403 0.042 3.958 -0.70
C 5.782 1.507 3.751 -0.97
H 2.762 -1.143 2.467 -0.13
H 1.759 0.292 2.241 0.51
H 3.490 0.382 1.930 0.27
H 2.069 -0.021 4.599 0.46
H 2.941 1.432 4.124 0.24
H 5.027 -0.737 6.472 0.36
H 3.292 -0.666 6.483 0.38
H 5.201 1.712 6.578 0.21
H 4.053 1.169 7.790 0.41
H 3.458 1.903 6.304 0.27
H 5.379 -0.441 2.974 0.33
H 6.224 -0.464 4.482 0.39
H 4.965 2.093 3.324 0.25
H 6.624 1.571 3.054 0.39
H 6.103 1.981 4.680 0.25
```

Output
Charge ... -1
Lowest unoccupied orbital energy ... 2.084 eV
Frontier orbital gap ... 6.859 eV